(1)
Density functional theory data (the ωB97M-V functional and the def2-TZVPD basis) for a structure of composition C21H25AuBrN5O2S.

Computed properties:
**HOMO energy**: -6.90 eV
**DFT total energy**: -4347.30874 a.u.
**Energy above the lowest of the compared OMol25 structures with the same formula, charge and spin**: 0.502 eV
**LUMO**: 0.0040 Eh

```
! RIJCOSX wB97M-V def2-TZVPD def2/J DEFGRID3
* xyz 0 1
Au -1.662 0.772 -1.371
Br 4.022 -0.046 4.137
C 3.583 -1.537 3.039
C 4.581 -2.180 2.328
C 4.258 -3.272 1.541
C 2.937 -3.709 1.435
C 1.945 -3.038 2.163
C 2.268 -1.965 2.972
N 2.667 -4.911 0.756
N 1.644 -5.111 0.074
C 0.767 -4.096 -0.306
C -0.585 -4.427 -0.317
C -1.577 -3.480 -0.494
C -1.286 -2.126 -0.731
O -2.217 -1.246 -0.803
C 0.124 -1.805 -0.911
N 0.420 -0.554 -1.314
C 1.663 -0.201 -1.529
C 2.728 -1.103 -1.399
C 2.458 -2.386 -1.005
C 1.136 -2.776 -0.703
H 5.604 -1.836 2.392
H 5.032 -3.794 0.992
H 0.921 -3.381 2.100
H 1.500 -1.455 3.539
H -0.844 -5.454 -0.090
H -2.619 -3.764 -0.424
H 1.827 0.824 -1.848
H 3.739 -0.789 -1.625
H 3.253 -3.117 -0.956
C -1.376 0.961 -4.823
O -2.059 0.132 -3.891
H -1.371 0.516 -5.821
H -0.346 1.163 -4.512
H -1.915 1.905 -4.857
H -1.657 -0.742 -3.881
C 0.518 2.791 0.884
N -0.891 3.095 1.073
C -1.422 2.579 2.329
C -1.712 3.288 0.017
S -1.195 3.040 -1.607
N -2.955 3.749 0.281
C -3.221 4.653 1.390
C -3.994 3.689 -0.737
H 1.051 3.051 1.799
H 0.918 3.368 0.058
H 0.661 1.727 0.673
H -1.047 1.563 2.478
H -2.506 2.537 2.305
H -1.100 3.195 3.170
H -2.317 4.831 1.964
H -3.998 4.260 2.048
H -3.562 5.612 0.992
H -4.009 2.696 -1.184
H -3.828 4.420 -1.530
H -4.953 3.884 -0.258
*
```

---

(2)
Density functional theory data (the ωB97M-V functional and the def2-TZVPD basis) for a structure of composition C21H25BeBr3Cl5FN3S.

Computed properties:
**HOMO energy**: -9.17 eV
**DFT total energy**: -11514.37416 a.u.
**LUMO**: -0.2559 Eh

```
! RIJCOSX wB97M-V def2-TZVPD def2/J DEFGRID3
* xyz 1 1
C 1.546 4.895 -0.778
C 1.757 3.801 0.433
N 1.619 2.454 -0.195
N 0.812 1.576 0.518
C -0.056 0.903 -0.483
C -0.376 1.629 -1.860
C -1.314 0.943 -2.944
C -1.960 -0.460 -2.728
C -2.877 -1.218 -3.808
C -1.870 -2.160 -4.689
C -0.968 -1.374 -5.795
N -1.797 -3.483 -4.524
C -1.689 -1.175 -1.365
C -0.770 -0.492 -0.312
S -0.531 -1.433 1.291
C 1.082 -0.759 1.887
C 1.922 -1.676 2.845
C 3.348 -1.194 3.395
C 3.820 0.246 2.961
F 5.097 0.669 3.469
C 2.966 1.150 2.002
C 1.550 0.673 1.396
H 2.274 5.773 -0.717
H 1.827 4.316 -1.748
H 0.445 5.196 -0.911
H 0.989 3.989 1.284
H 2.786 4.028 0.884
H 2.509 2.044 -0.507
H 0.019 2.659 -2.147
H -1.512 1.506 -3.927
H -3.349 -0.493 -4.563
H -3.711 -1.834 -3.311
H -1.675 -0.548 -6.221
H -0.061 -0.893 -5.250
H -0.652 -2.048 -6.666
H -2.457 -3.766 -3.772
H -2.193 -2.214 -1.204
H 1.518 -2.711 3.167
H 4.027 -1.831 4.078
H 3.429 2.162 1.745
Be -2.349 -0.859 -7.984
Cl -0.488 -3.669 3.751
C 0.231 -4.853 4.877
C -0.643 -6.080 5.049
Cl -2.150 -5.713 5.922
H 0.409 -4.350 5.829
H 1.197 -5.142 4.458
H -0.112 -6.833 5.635
H -0.908 -6.523 4.086
C 2.798 8.230 1.588
Cl 1.961 6.745 2.062
Cl 3.492 8.087 -0.031
H 2.087 9.055 1.597
H 3.599 8.427 2.300
Cl 3.803 -2.648 1.476
C -5.719 -2.648 -0.249
Br -3.804 -2.376 -0.063
Br -6.733 -1.218 0.580
Br -6.231 -2.917 -2.101
H -5.965 -3.566 0.286
*
```